Computed, not measured: C30H69FO32P2S8Zr as an isolated structure at a distorted geometry, with ωB97M-V/def2-TZVPD.

Positions of all 143 atoms, in Å:
Zr (-0.070, -2.299, 0.759)
P (-0.189, 0.133, 0.016)
O (-1.169, -0.979, -0.359)
O (0.975, -0.829, -0.315)
O (-0.208, 1.615, -0.381)
O (-0.148, -0.369, 1.438)
P (0.030, -4.762, 0.127)
O (-0.089, -6.241, -0.323)
O (0.036, -4.198, 1.564)
O (-1.052, -3.736, -0.281)
O (1.033, -3.697, -0.335)
O (1.075, -2.797, 5.503)
S (0.501, -1.778, 4.664)
O (0.083, -2.144, 3.307)
O (-0.809, -1.127, 5.481)
C (-2.051, -0.925, 4.790)
C (-2.714, 0.360, 5.308)
C (1.522, -0.284, 4.614)
H (-2.756, -1.755, 4.853)
H (-1.878, -0.685, 3.741)
H (-2.041, 1.217, 5.352)
H (-3.061, 0.360, 6.341)
H (-3.573, 0.664, 4.710)
H (1.049, 0.404, 3.913)
H (2.443, -0.698, 4.203)
H (1.697, 0.065, 5.631)
O (-3.465, -3.993, -2.827)
S (-4.347, -2.875, -3.091)
O (-4.887, -2.743, -4.450)
O (-5.593, -2.820, -1.965)
C (-6.682, -1.941, -2.248)
C (-7.089, -1.301, -0.834)
C (-3.414, -1.390, -2.503)
H (-7.484, -2.435, -2.797)
H (-6.509, -1.135, -2.960)
H (-8.080, -0.860, -0.943)
H (-6.320, -0.606, -0.497)
H (-7.248, -2.070, -0.078)
H (-3.467, -1.320, -1.417)
H (-3.957, -0.575, -2.981)
H (-2.370, -1.402, -2.816)
O (-4.648, -2.182, 1.639)
S (-3.471, -3.012, 1.969)
O (-2.163, -2.435, 1.697)
O (-3.543, -3.455, 3.603)
C (-2.664, -4.438, 4.162)
C (-3.127, -4.561, 5.602)
C (-3.635, -4.699, 1.152)
H (-1.615, -4.181, 4.014)
H (-2.711, -5.438, 3.731)
H (-3.233, -3.588, 6.080)
H (-2.482, -5.221, 6.184)
H (-4.115, -5.003, 5.732)
H (-2.713, -5.277, 1.103)
H (-3.834, -4.463, 0.107)
H (-4.441, -5.245, 1.642)
O (3.825, 1.791, -3.976)
S (4.202, 1.106, -2.731)
O (4.947, -0.158, -2.666)
O (5.062, 2.222, -1.839)
C (5.537, 1.871, -0.514)
C (6.621, 2.930, -0.187)
C (2.768, 0.962, -1.608)
H (5.927, 0.860, -0.629)
H (4.726, 1.886, 0.214)
H (7.118, 2.610, 0.729)
H (6.226, 3.929, -0.004)
H (7.311, 3.044, -1.023)
H (3.050, 0.468, -0.678)
H (1.998, 0.397, -2.135)
H (2.286, 1.926, -1.452)
O (-5.225, 2.024, 2.690)
S (-4.094, 2.485, 1.950)
O (-4.278, 3.620, 1.033)
O (-2.870, 2.917, 3.034)
C (-1.737, 3.640, 2.468)
C (-0.679, 3.790, 3.569)
C (-3.253, 1.055, 1.163)
H (-2.084, 4.599, 2.083)
H (-1.370, 3.148, 1.568)
H (-0.305, 2.842, 3.956)
H (-1.118, 4.370, 4.380)
H (0.135, 4.465, 3.307)
H (-3.959, 0.383, 0.674)
H (-2.619, 0.530, 1.878)
H (-2.561, 1.492, 0.443)
O (2.308, 6.451, -2.092)
S (2.214, 5.763, -0.824)
O (3.371, 4.951, -0.392)
O (1.874, 6.946, 0.341)
C (0.891, 7.837, 0.127)
C (0.166, 7.929, 1.469)
C (0.623, 4.777, -0.770)
H (0.228, 7.499, -0.669)
H (1.392, 8.785, -0.069)
H (0.771, 8.413, 2.236)
H (-0.086, 6.941, 1.854)
H (-0.760, 8.488, 1.335)
H (0.341, 4.336, 0.186)
H (0.800, 3.946, -1.453)
H (-0.169, 5.367, -1.231)
O (2.061, -2.284, 1.530)
S (3.497, -2.119, 1.458)
O (4.092, -0.907, 2.070)
O (4.122, -3.483, 2.199)
C (5.479, -3.644, 2.439)
C (5.862, -5.012, 3.048)
C (4.235, -2.335, -0.301)
H (5.809, -2.803, 3.048)
H (5.928, -3.561, 1.449)
H (5.317, -5.086, 3.989)
H (6.934, -5.084, 3.231)
H (5.619, -5.790, 2.324)
H (3.458, -1.854, -0.895)
H (4.502, -3.317, -0.690)
H (5.089, -1.657, -0.321)
O (-0.212, 4.537, -4.121)
S (-1.261, 3.578, -4.480)
O (-2.537, 4.031, -5.006)
O (-0.584, 2.469, -5.525)
C (0.678, 1.903, -5.153)
C (1.476, 1.728, -6.460)
C (-1.617, 2.415, -3.115)
H (0.530, 0.926, -4.692)
H (1.218, 2.513, -4.429)
H (2.528, 1.549, -6.240)
H (1.310, 2.609, -7.080)
H (1.043, 1.017, -7.163)
H (-2.394, 1.706, -3.398)
H (-1.961, 2.903, -2.204)
H (-0.742, 1.805, -2.893)
F (3.856, -3.346, -3.468)
C (2.872, -2.831, -4.223)
C (2.849, -2.870, -5.615)
C (1.819, -2.273, -6.309)
C (0.763, -1.673, -5.583)
C (0.708, -1.692, -4.189)
C (1.816, -2.222, -3.533)
H (3.683, -3.330, -6.124)
H (1.739, -2.235, -7.385)
H (-0.005, -1.245, -6.211)
H (-0.100, -1.298, -3.589)
H (1.645, -2.224, -2.467)

Computed properties:
total charge	-2
electronic energy	-7607.523619	Eh
strongest force on any atom	0.1565	Eh/bohr
LUMO energy	3.517	eV

***

Computed, not measured: C10H6ClN3O as an isolated structure at a distorted geometry, with ωB97M-V/def2-TZVPD.

Positions of all 21 atoms, in Å:
C (0.190, 0.444, 2.382)
C (-1.994, -1.661, -1.528)
C (-2.667, -0.595, -0.947)
C (-0.638, -1.817, -1.325)
C (-1.983, 0.292, -0.135)
C (0.069, -0.936, -0.503)
C (-0.629, 0.116, 0.114)
C (1.517, -1.001, -0.473)
C (2.490, 2.158, 0.720)
C (0.047, 1.004, 1.087)
N (0.283, -0.060, 3.407)
N (2.290, -0.063, -0.087)
N (1.867, 0.992, 0.536)
O (2.029, 3.146, 1.201)
Cl (4.176, 2.087, 0.173)
H (-2.526, -2.364, -2.150)
H (-3.723, -0.457, -1.117)
H (-0.106, -2.623, -1.808)
H (-2.501, 1.119, 0.329)
H (2.011, -1.838, -0.944)
H (-0.203, 2.059, 1.066)

Computed properties:
total charge	0
electronic energy	-1084.301797	Eh
strongest force on any atom	0.1056	Eh/bohr
LUMO energy	-0.788	eV

***

Computed, not measured: C29H41Cl14N2O3 as an isolated structure at a distorted geometry, with ωB97M-V/def2-TZVPD.

Positions of all 89 atoms, in Å:
C (0.159, 0.081, -5.328)
C (-0.111, -0.823, -4.006)
C (-1.406, -1.685, -3.795)
C (-1.591, -2.583, -2.504)
C (-0.504, -2.650, -1.354)
C (-0.799, -3.633, -0.129)
C (-0.910, -2.917, 1.297)
C (-0.306, -1.544, 1.694)
C (-0.456, -0.980, 3.158)
C (0.168, 0.407, 3.663)
O (-0.609, 1.157, 4.323)
O (1.545, 0.808, 3.438)
O (2.401, -0.058, 4.020)
C (2.875, -1.028, 3.049)
N (3.072, -1.782, 2.114)
C (-1.233, -1.850, 4.199)
C (-1.824, -3.200, 3.696)
N (-1.646, -3.656, 2.336)
C (0.769, -1.772, -1.550)
C (0.957, -0.874, -2.838)
H (0.603, 1.108, -5.081)
H (-0.755, 0.117, -6.019)
H (0.971, -0.508, -5.916)
H (-2.244, -1.710, -4.582)
H (-2.546, -3.228, -2.403)
H (-1.801, -4.183, -0.312)
H (0.058, -4.416, -0.063)
H (0.260, -0.914, 0.931)
H (-1.383, -1.559, 5.304)
H (-2.407, -3.894, 4.435)
H (-2.073, -4.573, 2.088)
H (1.588, -1.782, -0.736)
H (1.887, -0.209, -2.992)
Cl (-6.492, -1.135, -4.484)
C (-5.846, -0.056, -3.222)
C (-4.683, 0.777, -3.721)
Cl (-3.234, -0.216, -4.043)
H (-5.562, -0.670, -2.365)
H (-6.666, 0.598, -2.916)
H (-4.401, 1.513, -2.964)
H (-4.937, 1.314, -4.638)
Cl (3.958, -0.063, -5.142)
C (4.253, 1.607, -5.690)
C (3.748, 2.633, -4.697)
Cl (1.969, 2.657, -4.599)
H (3.783, 1.730, -6.668)
H (5.333, 1.712, -5.816)
H (4.061, 3.633, -5.005)
H (4.140, 2.449, -3.694)
Cl (-6.032, -5.247, 7.213)
C (-4.458, -5.699, 7.913)
C (-3.401, -4.639, 7.678)
Cl (-2.944, -4.514, 5.956)
H (-4.163, -6.661, 7.489)
H (-4.615, -5.833, 8.985)
H (-2.494, -4.891, 8.228)
H (-3.737, -3.655, 8.011)
Cl (-1.143, -1.050, 7.406)
C (0.319, -0.495, 8.264)
C (1.504, -0.341, 7.332)
Cl (2.084, -1.909, 6.721)
H (0.528, -1.203, 9.068)
H (0.074, 0.469, 8.715)
H (2.338, 0.121, 7.865)
H (1.260, 0.289, 6.473)
Cl (-0.422, -5.891, 7.425)
C (1.161, -6.340, 8.109)
C (2.208, -5.276, 7.857)
Cl (2.644, -5.159, 6.133)
H (1.455, -7.302, 7.686)
H (1.015, -6.472, 9.184)
H (3.125, -5.520, 8.398)
H (1.869, -4.293, 8.190)
Cl (2.321, 5.619, -7.465)
C (2.096, 6.405, -5.882)
C (3.255, 7.314, -5.525)
Cl (4.751, 6.403, -5.199)
H (1.954, 5.623, -5.133)
H (1.174, 6.987, -5.946)
H (3.020, 7.873, -4.615)
H (3.460, 8.033, -6.321)
Cl (2.794, 9.354, -7.824)
C (1.376, 9.781, -8.815)
C (0.355, 8.663, -8.864)
Cl (0.945, 7.250, -9.773)
H (1.729, 10.047, -9.814)
H (0.931, 10.671, -8.364)
H (-0.550, 9.009, -9.369)
H (0.076, 8.329, -7.862)

Computed properties:
total charge	+1
electronic energy	-7906.791292	Eh
strongest force on any atom	0.1315	Eh/bohr
LUMO energy	-4.637	eV

***

Computed, not measured: C58H98F4O22V as an isolated structure at a distorted geometry, with ωB97M-V/def2-TZVPD.

Positions of all 183 atoms, in Å:
V (14.562, 14.836, 11.259)
O (11.554, 14.393, 13.546)
C (12.551, 14.596, 12.665)
O (12.451, 14.034, 11.478)
O (13.476, 15.321, 13.089)
H (10.863, 13.994, 13.111)
O (17.693, 16.991, 12.617)
C (16.809, 16.610, 11.657)
O (16.357, 17.562, 10.970)
O (16.530, 15.382, 11.683)
H (17.881, 17.939, 12.427)
F (22.622, 17.868, 13.120)
C (22.356, 17.310, 11.918)
C (21.106, 16.751, 11.689)
C (20.823, 16.265, 10.410)
C (21.804, 16.246, 9.482)
C (23.023, 16.769, 9.707)
C (23.315, 17.314, 10.930)
H (20.415, 16.679, 12.465)
H (19.898, 15.784, 10.318)
H (21.619, 15.896, 8.463)
H (23.827, 16.816, 8.931)
H (24.352, 17.659, 11.056)
F (19.537, 12.485, 16.834)
C (18.649, 11.538, 16.305)
C (19.167, 10.293, 15.991)
C (18.320, 9.302, 15.599)
C (16.955, 9.603, 15.425)
C (16.448, 10.845, 15.800)
C (17.333, 11.837, 16.200)
H (20.229, 10.182, 16.019)
H (18.769, 8.328, 15.248)
H (16.338, 8.741, 15.103)
H (15.447, 11.140, 15.782)
H (16.999, 12.824, 16.422)
F (19.616, 18.750, 18.628)
C (18.357, 18.341, 18.239)
C (17.668, 19.015, 17.292)
C (16.316, 18.680, 17.068)
C (15.727, 17.608, 17.690)
C (16.505, 16.876, 18.592)
C (17.837, 17.216, 18.898)
H (18.191, 19.878, 16.775)
H (15.731, 19.202, 16.332)
H (14.671, 17.454, 17.626)
H (16.045, 16.009, 19.101)
H (18.410, 16.786, 19.667)
F (15.848, 21.489, 14.922)
C (15.773, 21.813, 13.556)
C (15.869, 23.124, 13.171)
C (15.831, 23.316, 11.804)
C (15.631, 22.215, 10.900)
C (15.683, 20.894, 11.327)
C (15.804, 20.713, 12.721)
H (16.001, 24.011, 13.858)
H (15.943, 24.326, 11.413)
H (15.634, 22.397, 9.795)
H (15.644, 19.987, 10.696)
H (15.943, 19.731, 13.103)
C (21.781, 13.504, 13.564)
O (20.707, 12.535, 13.282)
C (19.489, 13.208, 13.177)
C (18.434, 12.121, 12.723)
O (18.554, 11.858, 11.306)
C (19.563, 10.967, 10.940)
C (19.102, 9.944, 9.971)
O (20.383, 9.358, 9.639)
C (20.412, 8.288, 8.673)
H (22.386, 13.126, 14.360)
H (21.312, 14.372, 13.994)
H (22.380, 13.668, 12.681)
H (19.491, 14.064, 12.474)
H (19.271, 13.555, 14.224)
H (17.424, 12.499, 12.846)
H (18.637, 11.243, 13.402)
H (19.992, 10.378, 11.745)
H (20.296, 11.543, 10.399)
H (18.730, 10.441, 9.032)
H (18.388, 9.243, 10.388)
H (20.172, 8.774, 7.677)
H (19.694, 7.555, 9.043)
H (21.388, 7.783, 8.651)
C (14.696, 12.009, 12.692)
O (15.344, 12.781, 11.680)
C (15.813, 12.083, 10.485)
C (16.205, 13.095, 9.483)
O (15.156, 14.020, 9.424)
C (15.337, 15.137, 8.617)
C (14.003, 15.844, 8.521)
O (13.672, 16.348, 9.769)
C (12.529, 17.168, 9.950)
H (13.762, 11.477, 12.437)
H (14.502, 12.693, 13.527)
H (15.440, 11.231, 12.908)
H (14.901, 11.554, 10.195)
H (16.666, 11.472, 10.728)
H (16.220, 12.600, 8.501)
H (17.164, 13.596, 9.718)
H (15.589, 14.794, 7.551)
H (16.072, 15.770, 9.003)
H (13.154, 15.211, 8.092)
H (14.193, 16.698, 7.816)
H (11.872, 16.668, 10.695)
H (12.129, 17.366, 8.983)
H (12.944, 18.098, 10.333)
C (12.610, 18.148, 15.722)
O (11.984, 19.309, 15.089)
C (12.870, 19.933, 14.189)
C (12.224, 21.307, 13.933)
O (12.398, 22.069, 15.146)
C (11.794, 23.361, 15.015)
C (11.849, 24.167, 16.292)
O (13.011, 25.026, 16.453)
C (14.254, 24.287, 16.459)
H (11.903, 17.583, 16.312)
H (13.465, 18.425, 16.305)
H (13.022, 17.513, 14.964)
H (13.022, 19.417, 13.206)
H (13.853, 20.119, 14.597)
H (11.187, 21.135, 13.813)
H (12.615, 21.846, 13.117)
H (10.738, 23.155, 14.743)
H (12.149, 23.940, 14.214)
H (11.862, 23.375, 17.042)
H (11.044, 24.910, 16.297)
H (14.402, 23.635, 15.540)
H (14.340, 23.676, 17.306)
H (15.139, 24.987, 16.471)
C (10.839, 10.902, 12.623)
O (11.733, 11.182, 13.645)
C (11.274, 11.110, 14.944)
C (12.294, 11.389, 16.008)
O (12.888, 12.625, 15.754)
C (13.678, 13.033, 16.858)
C (14.581, 14.254, 16.551)
O (15.401, 13.995, 15.442)
C (16.126, 15.079, 14.994)
H (11.263, 11.237, 11.703)
H (9.926, 11.557, 12.641)
H (10.470, 9.902, 12.602)
H (10.797, 10.120, 15.073)
H (10.440, 11.848, 15.038)
H (13.092, 10.588, 16.242)
H (11.723, 11.518, 16.983)
H (14.398, 12.246, 17.038)
H (13.020, 13.191, 17.684)
H (15.087, 14.509, 17.467)
H (13.978, 15.097, 16.230)
H (15.490, 15.936, 14.606)
H (16.721, 14.752, 14.143)
H (16.768, 15.499, 15.754)
C (20.110, 23.175, 14.483)
O (20.308, 21.989, 13.762)
C (19.712, 20.857, 14.337)
C (19.836, 19.626, 13.494)
O (18.876, 19.523, 12.470)
C (19.246, 20.364, 11.320)
H (20.263, 22.945, 15.546)
H (19.004, 23.493, 14.457)
H (20.794, 23.968, 14.102)
H (18.682, 21.157, 14.471)
H (20.101, 20.574, 15.310)
H (19.618, 18.730, 14.125)
H (20.919, 19.494, 13.114)
H (19.067, 19.785, 10.398)
H (20.316, 20.699, 11.404)
H (18.720, 21.311, 11.346)
C (17.171, 17.077, 5.847)
O (16.221, 17.847, 6.538)
C (16.586, 18.280, 7.874)
C (17.369, 19.604, 7.838)
O (18.692, 19.355, 7.479)
C (19.581, 20.431, 7.465)
H (17.789, 16.445, 6.507)
H (17.829, 17.698, 5.383)
H (16.543, 16.474, 5.169)
H (17.138, 17.516, 8.446)
H (15.654, 18.515, 8.442)
H (17.362, 19.933, 8.897)
H (16.893, 20.340, 7.194)
H (20.553, 20.047, 7.140)
H (19.662, 20.840, 8.487)
H (19.328, 21.187, 6.720)

Computed properties:
total charge	0
electronic energy	-5267.272576	Eh
multiplicity	4
strongest force on any atom	0.0714	Eh/bohr
LUMO energy (spin up / spin down)	0.352 / 0.350	eV

***

Computed, not measured: C7H9F3NO8PdS as an isolated structure at a distorted geometry, with ωB97M-V/def2-TZVPD.

Positions of all 30 atoms, in Å:
Pd (0.603, 0.634, 0.440)
O (-2.054, -0.348, 0.035)
C (-1.643, -1.589, -0.495)
C (-0.441, -1.402, -1.407)
N (0.830, -1.098, -0.699)
C (1.864, -0.740, -1.689)
C (1.659, 0.694, -2.179)
O (1.935, 1.006, -3.322)
O (1.233, 1.496, -1.258)
C (1.223, -2.224, 0.172)
C (0.665, -2.055, 1.589)
O (0.347, -3.047, 2.231)
O (0.639, -0.835, 1.972)
H (-1.955, -0.315, 0.996)
H (-2.456, -1.987, -1.111)
H (-1.432, -2.325, 0.285)
H (-0.648, -0.587, -2.102)
H (-0.285, -2.321, -1.987)
H (1.868, -1.437, -2.531)
H (2.835, -0.778, -1.195)
H (2.310, -2.223, 0.261)
H (0.911, -3.178, -0.258)
F (-0.848, 4.731, 0.751)
C (-1.416, 3.531, 0.916)
F (-2.694, 3.722, 1.270)
F (-1.405, 2.902, -0.259)
S (-0.546, 2.584, 2.237)
O (0.835, 2.446, 1.696)
O (-0.696, 3.430, 3.382)
O (-1.236, 1.313, 2.257)

Computed properties:
total charge	-1
electronic energy	-1754.620887	Eh
strongest force on any atom	0.0517	Eh/bohr
LUMO energy	2.286	eV